89
Properties=species:S:1:pos:R:3:forces:R:3:lowdin_charge:R:1 method="wB97M-V/def2-TZVPD" charge=+1 homo_ev=-9.56 gap_ev=6.345
C -1.692 0.768 -1.309 0.7 1.0 0.4 -0.148
C -1.782 1.158 0.281 0.3 -1.8 -1.7 -0.698
Br -3.058 2.681 0.382 0.8 -0.8 0.1 0.705
C -0.279 1.494 0.726 -0.7 -1.3 -2.1 -0.254
N -0.094 2.074 2.109 0.2 0.1 0.2 -0.536
C 0.003 3.578 2.154 0.2 1.5 0.3 -0.139
C 1.361 4.183 1.558 3.0 4.2 2.2 -0.321
O 1.860 5.174 2.160 -2.5 -5.0 -3.1 0.105
F 2.033 3.742 0.386 -2.2 0.4 2.3 0.025
P -1.257 1.520 3.353 -5.1 1.9 2.3 0.767
N -2.322 2.675 3.709 1.6 -1.9 -0.4 -0.268
P 1.548 1.465 2.669 3.1 -1.2 0.4 0.962
C 2.064 2.316 4.288 -0.1 0.4 0.6 -0.265
C 1.330 -0.378 3.182 -0.1 -0.2 1.0 -0.284
H -2.723 0.500 -1.745 1.8 0.4 0.9 0.101
H -1.283 1.715 -1.829 -0.9 -1.5 0.4 0.058
H -0.902 -0.056 -1.484 -1.5 1.1 0.4 0.097
H -2.224 0.206 0.776 0.7 2.0 -0.4 0.098
H 0.174 2.146 -0.119 -0.6 -0.7 1.9 0.143
H 0.313 0.502 0.699 -1.0 1.5 0.0 0.122
H -0.866 4.129 1.656 1.0 -1.2 0.5 0.128
H -0.025 3.891 3.271 0.2 -0.3 -2.1 0.138
H -1.975 0.346 2.963 1.3 0.1 -0.2 0.047
H -0.536 1.199 4.550 0.4 0.2 -1.3 0.026
H -3.286 2.348 3.546 0.6 0.4 -0.2 -0.017
H 1.535 1.907 5.217 0.8 0.7 -1.2 0.052
H 3.204 2.118 4.390 -1.9 0.1 -0.4 0.084
H 1.953 3.466 4.228 0.1 -1.9 0.1 0.059
H 2.400 -0.822 3.265 -1.7 1.0 -0.4 0.078
H 0.889 -0.479 4.250 0.5 0.1 -1.9 0.045
H 0.734 -0.986 2.418 0.8 0.8 1.1 0.047
O -1.335 -3.437 1.600 4.3 0.6 0.1 -0.352
P -0.952 -4.802 2.214 -7.1 -2.2 0.0 0.749
N -1.722 -5.692 0.987 0.2 -0.8 -1.5 -0.367
C -3.000 -6.368 0.973 0.0 -0.5 0.3 -0.133
C -1.189 -5.541 -0.366 0.3 0.4 0.1 -0.129
N -1.912 -4.537 3.616 0.3 1.1 1.5 -0.341
C -3.200 -5.150 3.883 0.3 -0.6 0.2 -0.124
C -1.936 -3.161 4.115 0.2 0.1 -0.3 -0.164
N -0.446 -6.332 2.935 1.1 1.6 0.4 -0.284
C -0.391 -7.644 2.318 0.7 -0.2 -0.8 -0.103
C -0.010 -6.364 4.328 0.6 0.2 0.3 -0.128
H -2.938 -7.280 0.367 0.0 0.2 -0.2 0.085
H -3.795 -5.735 0.560 0.0 0.0 0.1 0.091
H -3.313 -6.734 1.944 0.0 0.2 0.2 0.049
H -0.214 -6.034 -0.440 0.1 0.0 -0.2 0.069
H -1.060 -4.490 -0.639 0.0 0.0 0.0 0.063
H -1.834 -5.988 -1.128 0.0 0.0 0.3 0.084
H -3.956 -4.843 3.153 -0.1 -0.1 -0.1 0.087
H -3.572 -4.870 4.874 0.2 0.2 -0.1 0.085
H -3.123 -6.236 3.919 0.0 -0.1 -0.2 0.071
H -2.659 -2.541 3.563 0.1 0.1 0.0 0.073
H -0.946 -2.703 4.025 -0.2 0.0 -0.1 0.048
H -2.194 -3.125 5.178 -0.1 -0.3 -0.1 0.081
H -1.337 -8.174 2.453 -0.1 0.2 0.0 0.094
H 0.391 -8.270 2.756 0.0 0.2 0.2 0.083
H -0.153 -7.603 1.254 -0.3 0.1 0.1 0.079
H -0.808 -6.734 4.977 -0.1 0.0 -0.1 0.090
H 0.290 -5.375 4.678 -0.3 -0.1 0.0 0.074
H 0.865 -7.007 4.469 -0.1 -0.1 -0.2 0.080
O -0.384 2.695 -4.198 -1.2 2.0 3.7 -0.319
P 0.829 3.630 -4.007 2.9 -2.5 -6.4 0.752
N 0.646 4.360 -5.532 -0.5 1.3 -0.9 -0.365
C 1.358 4.144 -6.771 0.5 0.3 0.1 -0.134
C -0.586 5.113 -5.754 -0.3 -0.2 0.4 -0.128
N 1.942 2.319 -3.970 0.5 -1.3 1.4 -0.340
C 2.826 1.937 -5.055 0.4 0.5 0.1 -0.127
C 1.472 1.102 -3.299 -0.3 0.2 -0.1 -0.151
N 2.197 4.707 -3.710 -1.0 -0.6 1.6 -0.284
C 2.539 5.941 -4.391 -0.6 0.9 0.1 -0.104
C 3.148 4.378 -2.654 -0.1 0.1 0.7 -0.133
H 1.456 5.090 -7.319 -0.2 0.0 0.0 0.084
H 0.846 3.423 -7.419 0.1 -0.1 0.0 0.092
H 2.386 3.826 -6.637 0.0 -0.2 0.2 0.048
H -0.569 6.039 -5.168 -0.2 0.1 0.0 0.068
H -1.473 4.545 -5.461 0.0 0.0 0.0 0.068
H -0.726 5.399 -6.801 0.3 -0.2 0.1 0.084
H 2.268 1.604 -5.936 0.0 0.1 -0.1 0.088
H 3.483 1.114 -4.756 -0.2 0.0 0.2 0.084
H 3.506 2.747 -5.316 -0.1 0.1 -0.2 0.070
H 0.847 0.485 -3.963 0.0 0.0 0.2 0.090
H 0.887 1.354 -2.409 0.0 0.0 -0.2 0.028
H 2.311 0.491 -2.951 0.2 0.2 -0.2 0.081
H 3.196 5.743 -5.242 -0.1 -0.1 -0.1 0.093
H 3.069 6.637 -3.734 0.0 -0.2 0.2 0.082
H 1.664 6.493 -4.735 0.1 -0.3 -0.2 0.079
H 4.053 3.927 -3.070 0.0 0.0 -0.1 0.090
H 2.716 3.685 -1.931 0.2 -0.1 -0.3 0.050
H 3.444 5.261 -2.078 -0.1 0.1 -0.2 0.080

---

19
Properties=species:S:1:pos:R:3:forces:R:3:lowdin_charge:R:1 method="wB97M-V/def2-TZVPD" charge=-1 homo_ev=-4.41 gap_ev=8.087
C -1.431 -1.433 -2.287 0.2 0.6 -0.2 -0.060
C -0.222 -0.476 -2.565 0.2 -0.8 -1.2 -0.779
O -0.383 0.708 -2.187 -0.1 0.4 0.3 -0.122
O 0.758 -0.951 -3.178 -0.2 0.0 0.3 -0.092
H -1.945 -0.913 -1.479 -0.4 -0.7 0.2 0.042
H -1.133 -2.468 -2.131 0.2 0.1 0.6 0.052
H -2.118 -1.526 -3.132 0.1 0.5 -0.2 0.051
C -0.409 -1.094 3.180 0.2 -0.3 0.4 -0.073
C 0.933 1.741 1.502 0.3 -0.2 -1.1 -0.234
C -0.061 -0.073 0.848 -0.9 -1.0 1.0 -0.077
C 0.103 -0.106 2.210 0.8 1.5 -0.7 -0.366
N 0.452 1.092 0.396 0.4 1.0 0.6 0.071
N 0.769 1.057 2.593 -0.3 -0.7 0.9 0.062
H 0.395 1.488 -0.541 -0.2 -0.8 -0.3 0.117
H 1.521 2.639 1.398 -0.2 0.2 0.1 0.102
H -0.630 -0.831 0.338 0.2 0.4 -0.8 0.107
H -0.144 -0.784 4.192 -0.2 0.1 0.0 0.065
H 0.034 -2.085 3.060 -0.1 0.0 -0.2 0.067
H -1.489 -1.175 3.073 -0.1 -0.2 0.3 0.067

---

8
Properties=species:S:1:pos:R:3:forces:R:3:lowdin_charge:R:1 method="wB97M-V/def2-TZVPD" smiles="S=C1C=NN=C1" homo_ev=-9.79 gap_ev=7.171
S -2.241 0.730 -0.482 2.4 -0.2 0.7 0.763
C -0.692 0.334 -0.032 -0.6 -1.9 -0.6 -0.691
C 0.665 0.844 -0.416 -0.6 1.0 0.2 -0.203
N 1.667 0.174 0.011 -1.9 -0.5 -0.7 0.056
N 1.085 -1.087 0.498 -3.1 -0.3 1.0 0.040
C -0.241 -0.990 0.577 3.3 2.1 -1.0 -0.147
H 0.690 1.729 -1.011 0.7 0.7 -0.1 0.096
H -0.934 -1.734 0.855 -0.2 -1.0 0.5 0.086